C2H15NO5 | ωB97M-V with the def2-TZVPD basis set

Properties
Lowest unoccupied orbital energy (spin up / spin down) (eV): -4.630 / -8.852
Total charge: +1
Multiplicity: 2
Energy relative to the best compared isomer or geometry (same formula, charge and spin) (kcal/mol): 36.1

```
23
Properties=species:S:1:pos:R:3:forces:R:3
C 1.004 -1.531 1.905 2.7334 -1.5065 -0.4723
C 0.732 -0.225 2.028 -2.1457 2.9997 1.7398
N -0.587 0.348 2.095 2.6310 -3.4800 -1.3205
H 0.362 -2.286 1.623 -2.2288 -1.2185 -0.0354
H 2.024 -2.016 1.818 -0.8196 1.5140 0.5080
H 1.544 0.459 2.295 -0.2932 0.0894 -0.6788
H -1.316 -0.378 2.138 0.0747 0.3442 0.1542
H -0.828 1.008 1.354 -0.1922 1.4055 0.1463
H -0.815 -1.574 -2.649 0.5626 0.6391 -0.5294
H 0.310 -2.000 -1.875 0.4308 0.8064 -1.1791
O 0.154 -1.406 -2.655 -0.6178 -1.5794 0.9571
H -1.432 -0.685 -0.336 -0.4707 4.2755 0.7129
H -0.738 -1.999 0.013 -0.4651 0.1466 -0.1888
O -1.364 -1.552 -0.570 0.3304 -5.0059 -0.1946
H 0.503 0.146 -2.088 -0.6584 -0.0247 -0.7391
H 1.633 0.650 -1.314 -1.5321 1.3817 -0.8921
O 0.777 1.017 -1.729 2.5505 -1.5211 1.2558
H 1.125 2.124 0.649 -0.1369 0.0962 0.3453
H 1.141 3.013 -0.509 -1.4294 0.0171 0.7414
O 0.523 2.756 0.235 1.6194 0.2907 -0.6614
H -0.731 1.397 -0.757 -1.6710 -0.3943 -0.2940
H -2.345 1.707 -1.058 2.3022 -2.1883 1.5696
O -1.676 1.027 -0.611 -0.5741 2.9126 -0.9449
```
Positions in Å, forces in eV/Å.